The following is a DFT calculation (ωB97M-V with the def2-TZVPD basis set) of 4 unconnected molecules or ions with the total composition C31H55F2N4O16P2.

The charge is -1. The calculation puts the total energy at -95774.0468 eV. For the HOMO-LUMO gap, the calculation gives 6.058 eV. Its lowest unoccupied orbital energy is 1.941 eV. For the HOMO energy, the calculation gives -4.117 eV. The molecular weight comes out at 839.7 g/mol.

The geometry in XYZ format:
```
110
C31H55F2N4O16P2 | the Open Molecules 2025 dataset | ωB97M-V with the def2-TZVPD basis set
C 1.819 -0.695 0.551
C 2.351 0.139 1.708
C 1.699 1.525 1.879
C 0.966 2.071 0.673
O -0.313 1.527 0.612
P -1.191 2.336 -0.685
C -2.567 2.791 0.575
C -3.669 1.736 0.700
C -5.019 2.166 0.154
C -6.138 1.227 0.576
N -7.449 1.892 0.434
C -8.573 1.173 0.812
N -9.722 1.717 0.759
N -8.358 -0.205 1.266
P -2.367 3.418 -2.292
O -1.239 4.001 -3.359
O -3.154 2.196 -3.123
O -0.247 3.789 -0.332
C 0.808 3.586 0.540
N 0.390 4.281 1.822
C 0.082 5.633 1.540
O 0.537 6.336 0.719
F -0.811 6.084 2.404
C 1.409 4.293 2.825
O 1.270 3.965 3.935
F 2.585 4.715 2.376
O 3.781 0.192 1.642
C 4.288 1.112 0.694
C 5.705 0.753 0.374
C 6.744 1.236 1.170
C 8.073 0.947 0.889
C 8.377 0.152 -0.218
C 7.353 -0.366 -1.012
C 6.022 -0.066 -0.714
H 2.342 -1.649 0.584
H 0.756 -0.877 0.640
H 2.039 -0.250 -0.413
H 2.135 -0.421 2.611
H 2.452 2.210 2.266
H 0.955 1.432 2.664
H 1.464 1.805 -0.269
H -1.780 1.063 -1.053
H -0.135 2.028 -1.655
H -2.065 2.844 1.533
H -2.985 3.776 0.386
H -3.802 1.520 1.761
H -3.378 0.792 0.237
H -5.260 3.183 0.460
H -5.000 2.174 -0.936
H -6.012 0.877 1.592
H -6.095 0.369 -0.094
H -7.581 2.203 -0.519
H -10.434 1.057 1.050
H -9.030 -0.750 0.735
H -8.724 -0.228 2.213
H -0.544 3.349 -3.534
H -3.995 2.558 -3.406
H 1.684 4.091 0.137
H 3.686 1.161 -0.213
H 4.292 2.116 1.128
H 6.528 1.873 2.017
H 8.894 1.311 1.485
H 9.404 -0.064 -0.468
H 7.559 -0.983 -1.873
H 5.217 -0.462 -1.316
C 8.159 7.096 2.216
C 8.084 5.691 2.773
O 9.310 4.968 2.593
C 10.287 5.256 3.445
O 10.237 6.049 4.350
O 11.347 4.508 3.128
C 12.501 4.757 3.930
H 8.480 7.075 1.174
H 7.183 7.577 2.276
H 8.876 7.699 2.772
H 7.334 5.117 2.233
H 7.803 5.696 3.826
H 12.265 4.679 4.989
H 12.908 5.742 3.711
H 13.230 3.997 3.664
C -3.148 -5.499 -1.374
C -2.923 -4.163 -0.699
O -3.569 -3.097 -1.405
C -4.879 -2.989 -1.207
O -5.551 -3.686 -0.488
O -5.322 -1.967 -1.935
C -6.729 -1.752 -1.860
H -2.849 -5.456 -2.422
H -2.571 -6.279 -0.878
H -4.200 -5.778 -1.345
H -1.864 -3.910 -0.703
H -3.257 -4.176 0.338
H -7.059 -1.671 -0.825
H -7.263 -2.559 -2.363
H -6.933 -0.817 -2.376
C -3.003 -10.644 -5.352
C -4.229 -9.767 -5.493
O -5.165 -9.987 -4.428
C -4.859 -9.394 -3.274
O -3.901 -8.697 -3.066
O -5.800 -9.708 -2.384
C -5.568 -9.179 -1.075
H -3.294 -11.692 -5.261
H -2.355 -10.531 -6.221
H -2.435 -10.378 -4.462
H -4.769 -10.017 -6.405
H -3.963 -8.712 -5.542
H -5.401 -8.105 -1.110
H -4.715 -9.675 -0.614
H -6.463 -9.387 -0.496
```



The following is a DFT calculation (ωB97M-V with the def2-TZVPD basis set) of a molecular structure, C31H55NO2PSr.

The charge is -1. The calculation puts the total energy at -48744.4935 eV. Its energy relative to the best compared isomer or geometry (same formula, charge and spin) is 57.33 kJ/mol. For the HOMO-LUMO gap, the calculation gives 3.950 eV. Its lowest unoccupied orbital energy is 1.882 eV. For the HOMO energy, the calculation gives -2.068 eV. The molecular weight comes out at 592.4 g/mol.

The geometry in XYZ format:
```
91
C31H55NO2PSr | the Open Molecules 2025 dataset | ωB97M-V with the def2-TZVPD basis set
O 0.011 1.905 -1.248
C -1.129 2.857 -1.309
C -0.600 3.381 -2.642
H -1.061 3.541 -0.452
H -2.096 2.329 -1.322
C 0.635 2.467 -2.418
H -0.378 4.442 -2.667
H -1.199 3.058 -3.495
C 1.874 3.220 -1.995
H 1.686 3.800 -1.081
H 2.169 3.914 -2.800
H 2.719 2.536 -1.810
C 0.906 1.420 -3.468
H -0.026 0.971 -3.838
H 1.555 0.616 -3.074
H 1.430 1.891 -4.319
Sr -0.130 0.217 0.091
C -0.677 -2.264 -0.574
C -1.741 -1.715 0.199
C -2.350 -0.661 -0.562
H -1.961 -1.936 1.257
C -1.635 -0.575 -1.811
C -0.592 -1.553 -1.819
H 0.162 -1.704 -2.603
H 0.015 -3.045 -0.244
H -3.111 0.040 -0.195
H -1.824 0.170 -2.591
C 1.567 -1.211 1.481
C 2.106 -1.246 0.163
C 2.427 0.102 -0.218
H 2.209 -2.128 -0.482
C 2.081 0.968 0.886
C 1.549 0.153 1.944
H 1.073 0.513 2.869
H 1.137 -2.067 2.031
H 2.822 0.411 -1.196
H 2.061 2.069 0.869
O -1.231 7.027 -2.522
C -0.718 7.216 -3.876
C -0.990 8.655 -4.341
H -1.232 6.492 -4.556
H 0.357 6.954 -3.868
C -2.294 8.977 -3.572
H -1.083 8.746 -5.414
H -0.187 9.307 -3.970
C -2.063 8.214 -2.255
H -3.142 8.523 -4.106
H -2.463 10.035 -3.431
H -3.001 7.872 -1.784
H -1.537 8.873 -1.526
C -2.274 -6.728 2.911
C -2.088 -5.457 2.070
C -2.112 -5.812 0.574
C -3.255 -4.493 2.335
P -0.346 -4.605 2.501
N -0.461 -3.173 1.935
C -0.092 -4.245 4.433
C 0.336 -5.522 5.167
C 0.950 -3.133 4.625
C -1.412 -3.737 5.036
C 1.242 -5.523 1.671
C 1.289 -5.355 0.147
C 2.547 -4.931 2.228
C 1.175 -7.020 2.007
H -3.228 -7.196 2.623
H -2.336 -6.500 3.975
H -1.485 -7.468 2.748
H -3.109 -6.207 0.329
H -1.938 -4.931 -0.044
H -1.400 -6.602 0.330
H -3.351 -4.189 3.381
H -3.183 -3.597 1.718
H -4.189 -5.002 2.072
H 1.317 -5.875 4.845
H 0.418 -5.290 6.240
H -0.391 -6.333 5.060
H 0.621 -2.204 4.170
H 1.071 -2.956 5.701
H 1.940 -3.387 4.237
H -1.776 -2.858 4.505
H -2.172 -4.518 5.073
H -1.223 -3.445 6.079
H 1.538 -4.328 -0.137
H 2.105 -5.979 -0.244
H 0.374 -5.668 -0.366
H 2.677 -5.139 3.292
H 3.392 -5.417 1.717
H 2.620 -3.859 2.033
H 1.144 -7.208 3.082
H 0.322 -7.499 1.526
H 2.080 -7.504 1.611
```